This record from the OMol25 dataset describes a single C5H10N2O molecule. The level of theory is wB97M-V/def2-TZVPD.

The calculation puts the HOMO-LUMO gap at 9.7 eV. Its charge is 0. Its SMILES is C=C[C@H]1NON[C@@H]1C. The calculation puts the HOMO energy at -8.7 eV. The value obtained for the total energy is -381.08433 Ha. The calculation puts the relative energy (zero: lowest compared OMol25 entry of this formula, charge and spin) at 126.20 kcal per mole.

Last column: Mulliken charge in e.
CARTESIAN COORDINATES (ANGSTROEM)
C 0.641 -0.007 -2.585  -0.658
C 0.079 0.800 -1.695  -0.453
C 0.428 0.613 -0.037  -0.285
N -0.292 1.699 0.615  -0.347
O -1.580 1.312 0.715  -0.234
N -1.555 -0.077 1.025  -0.424
C -0.282 -0.603 0.556  0.357
C 0.491 -1.228 1.683  -1.214
H 0.561 0.304 -3.701  0.248
H 1.378 -0.786 -2.243  0.248
H -0.631 1.631 -2.043  0.273
H 1.514 0.667 0.090  0.557
H 0.210 1.740 1.493  0.312
H -2.368 -0.431 0.462  0.336
H -0.585 -1.414 -0.191  0.409
H -0.245 -1.542 2.384  0.343
H 1.189 -0.484 2.154  0.279
H 1.049 -2.194 1.320  0.254



This record from the OMol25 dataset describes 5 unconnected molecules or ions with the total composition C57H63N2O9PSSi. The level of theory is wB97M-V/def2-TZVPD.

The calculation puts the HOMO-LUMO gap at 6.2 eV. Its charge is 0. Its SMILES is CP(O)c1cc(CCCCN)c2c(c1)Nc1cccc(CCCCCCCC[Si](C)(C)c3ccccc3)c1S2.O=C1C=CC(=O)C=C1.O=C1C=CC(=O)C=C1.O=C1C=CC(=O)C=C1.O=C1C=CC(=O)C=C1. The calculation puts the HOMO energy at -8.0 eV. The value obtained for the total energy is -4025.26265 Ha.

Last column: Mulliken charge in e.
CARTESIAN COORDINATES (ANGSTROEM)
C 5.425 1.359 6.034  -0.874
P 6.401 2.560 4.969  0.080
O 7.989 1.918 4.965  -0.476
C 5.673 2.423 3.234  0.782
C 4.862 3.521 2.688  -1.232
C 4.280 3.398 1.333  0.587
C 3.428 4.595 0.797  -0.989
C 2.003 4.225 0.236  0.381
C 1.161 5.586 0.161  -0.910
C 0.677 5.858 -1.322  -0.341
N 0.156 7.228 -1.536  -0.615
C 4.555 2.161 0.603  0.649
C 5.406 1.060 1.121  -0.385
C 5.978 1.193 2.466  -0.465
N 5.702 -0.151 0.357  -0.362
C 4.515 -0.740 -0.256  -0.164
C 4.382 -2.199 -0.134  -0.739
C 3.184 -2.830 -0.727  -0.482
C 2.174 -2.026 -1.402  -0.732
C 2.286 -0.558 -1.535  0.845
C 1.186 0.305 -2.240  -0.334
C -0.127 -0.525 -2.559  -0.408
C -0.908 -1.034 -1.273  0.062
C -2.481 -1.221 -1.548  -1.136
C -3.241 0.156 -1.790  -0.032
C -3.043 1.201 -0.629  0.465
C -3.911 0.841 0.646  -0.646
C -3.981 2.023 1.706  -0.699
Si -2.295 2.308 2.597  0.056
C -1.038 0.896 2.302  -0.667
C -1.566 3.901 1.859  -0.822
C -2.494 2.615 4.475  0.551
C -3.731 2.332 5.209  -0.195
C -3.828 2.594 6.646  -0.390
C -2.690 3.141 7.382  -0.582
C -1.445 3.423 6.654  -0.471
C -1.333 3.173 5.205  -0.508
C 3.486 0.055 -0.967  0.448
S 3.855 1.854 -1.068  -0.273
H 5.907 0.338 5.921  0.258
H 5.493 1.593 7.135  0.316
H 4.354 1.309 5.715  0.281
H 7.874 0.947 4.941  0.291
H 4.673 4.420 3.319  0.214
H 3.265 5.292 1.672  0.449
H 4.058 5.175 0.058  0.225
H 1.477 3.426 0.820  0.122
H 2.106 3.901 -0.839  0.125
H 1.813 6.472 0.431  0.513
H 0.308 5.600 0.883  0.195
H -0.136 5.148 -1.649  0.191
H 1.595 5.722 -1.970  0.229
H -0.832 7.229 -1.786  0.264
H 0.260 7.821 -0.711  0.237
H 6.610 0.381 2.910  0.103
H 6.274 0.182 -0.439  0.356
H 5.176 -2.800 0.376  0.420
H 3.133 -3.942 -0.630  0.193
H 1.293 -2.584 -1.809  0.182
H 1.560 0.865 -3.133  0.512
H 0.878 1.082 -1.473  0.055
H 0.155 -1.450 -3.145  0.444
H -0.848 0.039 -3.196  -0.173
H -0.551 -2.062 -0.969  0.393
H -0.782 -0.384 -0.365  -0.231
H -2.609 -1.825 -2.493  0.399
H -2.918 -1.792 -0.690  0.390
H -2.877 0.638 -2.747  -0.524
H -4.331 -0.094 -1.883  0.518
H -1.964 1.357 -0.355  -0.498
H -3.405 2.199 -1.029  0.406
H -4.954 0.630 0.278  0.488
H -3.543 -0.087 1.156  0.054
H -4.792 1.885 2.470  0.368
H -4.207 2.956 1.111  0.363
H -0.349 0.877 3.196  0.481
H -1.538 -0.097 2.181  0.301
H -0.379 1.133 1.415  -0.116
H -1.017 3.664 0.898  0.044
H -0.799 4.368 2.542  0.331
H -2.331 4.693 1.616  0.391
H -4.602 1.932 4.645  0.234
H -4.823 2.369 7.143  0.368
H -2.778 3.345 8.480  0.351
H -0.548 3.828 7.176  0.336
H -0.377 3.428 4.689  0.267
O -9.797 5.152 3.513  -0.549
C -9.159 4.583 4.374  0.341
C -9.723 3.431 5.115  -0.383
C -9.022 2.809 6.062  -0.374
C -7.651 3.242 6.413  0.407
O -7.011 2.673 7.275  -0.568
C -7.087 4.394 5.673  -0.242
C -7.787 5.016 4.726  -0.410
H -10.726 3.128 4.845  0.399
H -9.418 1.966 6.614  0.422
H -6.082 4.697 5.944  0.511
H -7.390 5.859 4.174  0.427
O 3.508 -6.140 -0.633  -0.622
C 2.863 -6.687 -1.505  0.581
C 3.504 -7.169 -2.748  -0.551
C 2.795 -7.766 -3.703  -0.308
C 1.336 -7.975 -3.563  0.332
O 0.692 -8.522 -4.435  -0.570
C 0.694 -7.492 -2.319  -0.430
C 1.403 -6.895 -1.363  -0.333
H 4.572 -7.010 -2.836  0.475
H 3.247 -8.124 -4.618  0.527
H -0.373 -7.652 -2.233  0.424
H 0.951 -6.536 -0.447  0.447
O -2.307 0.564 -5.018  -0.469
C -3.008 1.362 -5.611  0.542
C -2.843 1.595 -7.063  -0.484
C -3.609 2.469 -7.714  -0.411
C -4.658 3.244 -7.013  0.273
O -5.356 4.039 -7.608  -0.545
C -4.823 3.011 -5.560  -0.555
C -4.058 2.137 -4.909  -0.038
H -2.072 1.020 -7.560  0.429
H -3.501 2.653 -8.776  0.402
H -5.595 3.587 -5.064  0.441
H -4.166 1.954 -3.848  0.359
O 4.353 -14.267 -6.260  -0.536
C 4.689 -13.166 -5.879  0.339
C 6.043 -12.923 -5.329  -0.366
C 6.411 -11.714 -4.908  -0.412
C 5.483 -10.562 -4.973  0.597
O 5.821 -9.458 -4.590  -0.536
C 4.130 -10.805 -5.522  -0.029
C 3.762 -12.013 -5.944  -0.565
H 6.708 -13.776 -5.289  0.406
H 7.395 -11.518 -4.503  0.412
H 3.466 -9.953 -5.563  0.271
H 2.777 -12.208 -6.349  0.433



This record from the OMol25 dataset describes a single C7H9F molecule. The level of theory is wB97M-V/def2-TZVPD.

The calculation puts the HOMO-LUMO gap at 10.6 eV. Its charge is 0. Its SMILES is C#CC1([C@H](C)F)CC1. The calculation puts the HOMO energy at -9.6 eV. The value obtained for the total energy is -371.87645 Ha. The calculation puts the relative energy (zero: lowest compared OMol25 entry of this formula, charge and spin) at 49.75 kcal per mole.

Last column: Mulliken charge in e.
CARTESIAN COORDINATES (ANGSTROEM)
C -1.776 1.688 -1.925  -0.023
C -1.068 1.140 -1.070  -1.323
C -0.264 0.190 -0.347  1.326
C -0.214 0.476 1.118  0.263
C 0.887 -0.397 1.853  -1.307
F -1.480 0.250 1.658  -0.327
C -0.272 -1.207 -0.795  -0.726
C 0.965 -0.341 -1.038  -0.720
H -2.345 2.230 -2.616  0.456
H 0.048 1.552 1.273  0.324
H 0.785 -0.391 3.004  0.336
H 0.946 -1.462 1.440  0.287
H 1.881 0.089 1.671  0.341
H -0.800 -1.328 -1.745  0.319
H -0.202 -1.985 -0.036  0.219
H 1.808 -0.503 -0.416  0.206
H 1.102 0.000 -2.028  0.348



This record from the OMol25 dataset describes 2 unconnected molecules or ions with the total composition C2H4Cl3OP. The level of theory is wB97M-V/def2-TZVPD.

The calculation puts the HOMO-LUMO gap (alpha / beta) at 9.3 / 7.9 eV. Its charge is 0. The calculation puts the HOMO energy (alpha / beta) at -10.2 / -8.9 eV. The value obtained for the total energy is -1875.68935 Ha. The calculation puts the relative energy (zero: lowest compared OMol25 entry of this formula, charge and spin) at 100.34 kcal per mole.

Last column: Mulliken charge in e.
CARTESIAN COORDINATES (ANGSTROEM)
C -0.160 -0.924 1.219  -1.037
C -0.543 -0.333 -0.097  0.277
O 1.687 -0.363 -1.540  -0.546
P 0.688 0.614 -1.037  0.784
Cl -1.500 -1.299 -1.055  -0.121
Cl 1.386 2.074 0.196  -0.167
Cl -0.282 1.421 -2.544  -0.144
H 0.051 -0.149 2.059  0.270
H 0.732 -1.677 0.970  0.285
H -1.014 -1.522 1.626  0.362
H -1.046 2.159 0.204  0.037